*w*
An isolated ion of composition C2H6NO2 and charge +1, computed with wB97M-V/def2-TZVPD.

Results
SMILES	CO[N+](C)=O
Kohn-Sham gap	11.800	eV
charge	+1

Last column: Mulliken charge in e.
CARTESIAN COORDINATES (ANGSTROEM)
C 1.73 -0.42 -0.04  -0.726
C -1.91 0.15 -0.02  -0.559
N 0.57 0.42 -0.02  0.890
O 0.49 1.59 -0.12  -0.361
O -0.37 -0.43 0.12  -0.251
H 1.44 -1.45 -0.03  0.378
H 2.38 -0.29 0.91  0.329
H 2.58 -0.16 -0.82  0.318
H -2.30 -0.27 -0.91  0.341
H -2.06 1.21 0.31  0.332
H -2.55 -0.36 0.62  0.309

*x*
A 2-piece molecular cluster, C2H6NO2 overall, computed with wB97M-V/def2-TZVPD.

Results
Kohn-Sham gap	12.957	eV
charge	+1

Last column: Mulliken charge in e.
CARTESIAN COORDINATES (ANGSTROEM)
C -0.95 -1.27 1.37  -0.269
C -0.21 -1.52 0.21  0.569
N 0.45 -1.13 -0.77  -0.119
O -0.52 -2.56 0.86  -0.288
O 0.55 1.59 -0.47  -0.678
H -0.57 -0.94 2.24  0.294
H -1.96 -1.05 1.28  0.263
H 0.86 -1.72 -1.43  0.257
H 0.31 2.14 0.21  0.301
H 0.43 -0.13 -0.91  0.321
H 0.55 2.25 -1.30  0.350

Calculated relative energies: *w* 339.2; *x* 0.0, given in kJ/mol